[1]
DFT (wB97M-V/def2-TZVPD) results for a single C3H6N4O molecule at a distorted geometry.

Values from the calculation:
Highest occupied orbital energy (Ha): -0.3374
Net charge: 0
Kohn-Sham gap (eV): 8.934
LUMO level (eV): -0.25
Energy above the lowest of the compared OMol25 structures with the same formula, charge and spin (eV): 2.8202

Last column: Mulliken charge in e.
Element x y z (Å)
H1 -0.565 2.682 1.268  0.28
N1 -0.710 2.536 0.220  -0.76
C1 -0.714 1.299 -0.054  0.64
N2 -0.939 0.836 -1.280  -0.64
N3 -0.430 0.384 0.927  -0.58
C2 0.476 -0.475 0.501  0.44
N4 0.971 -0.723 -0.743  -0.54
C3 0.832 -1.660 1.449  0.03
O1 1.261 -2.701 0.935  -0.51
H2 -1.216 -0.318 -1.478  0.32
H3 -1.513 1.451 -1.927  0.26
H4 0.691 0.116 -1.324  0.41
H5 1.351 -1.743 -1.050  0.29
H6 0.505 -1.685 2.556  0.34

[2]
DFT (wB97M-V/def2-TZVPD) results for a gas-phase ion, C3H7N4O (charge +1) at a distorted geometry.

Values from the calculation:
Highest occupied orbital energy (Ha): -0.5346
Net charge: +1
Kohn-Sham gap (eV): 8.906
LUMO level (eV): -5.64
Energy above the lowest of the compared OMol25 structures with the same formula, charge and spin (eV): 2.8883

Last column: Mulliken charge in e.
Element x y z (Å)
H1 2.493 -1.088 -1.773  0.33
N1 1.639 -1.363 -1.183  -0.43
N2 1.090 -0.360 -0.726  0.20
C1 0.018 0.156 -0.114  0.30
N3 -0.158 0.599 1.102  -0.10
C2 0.741 0.521 2.278  -0.83
C3 -1.347 0.174 -0.916  0.60
N4 -1.287 -0.417 -2.187  -0.37
O1 -2.261 0.720 -0.408  -0.48
H2 -1.097 1.059 1.171  0.31
H3 1.376 1.377 2.193  0.37
H4 1.433 -0.391 2.550  0.30
H5 0.106 0.522 3.205  0.32
H6 -0.702 -1.222 -2.398  0.23
H7 -2.045 -0.286 -2.796  0.24